1.
# C5H14NS2

The ion C5H14NS2 with charge +1 at a distorted geometry (ωB97M-V/def2-TZVPD, the OMol25 dataset).

Summary:
E_LUMO, eV: -3.5
E_HOMO, eV: -11.882
Calculated total energy, eV: -28565.2718
SMILES: CCSSC[C@@H](C)[NH3+]
Energy relative to the best compared isomer or geometry (same formula, charge and spin), kJ/mol: 150.5
Net charge: +1

Positions of all 22 atoms, in Å:
C (2.4681, 3.3197, 0.9120)
C (2.1022, 1.8672, 1.3431)
S (2.1022, 0.8403, -0.0976)
S (1.0464, -0.8341, 0.1636)
C (-0.7796, -0.5769, 0.4637)
C (-1.6492, -1.5530, -0.3200)
C (-2.2643, -1.0236, -1.6206)
N (-0.8413, -2.8067, -0.7373)
H (3.5216, 3.3444, 0.6659)
H (2.0562, 3.9169, 1.7340)
H (1.8469, 3.7611, 0.1129)
H (2.9843, 1.5529, 1.9382)
H (1.3048, 1.8507, 2.0750)
H (-0.9668, -0.4431, 1.5239)
H (-0.9867, 0.4074, -0.0124)
H (-2.5335, -1.8701, 0.2512)
H (-3.2453, -1.4881, -1.7848)
H (-1.7029, -1.1462, -2.5503)
H (-2.4148, 0.0693, -1.5018)
H (-0.6495, -2.6672, -1.7420)
H (-1.4127, -3.6474, -0.6758)
H (0.0137, -2.8737, -0.1410)

These are the natural (NBO) partial charges, in e, on atoms 1 to 5:
1 C -0.624
2 C -0.583
3 S 0.200
4 S -0.006
5 C -0.571

2.
# C29H31BO4

A structure of composition C29H31BO4 at a distorted geometry (ωB97M-V/def2-TZVPD, the OMol25 dataset).

Summary:
E_LUMO, eV: 0.3
E_HOMO, eV: -6.708
Calculated total energy, eV: -39429.3146
Energy relative to the best compared isomer or geometry (same formula, charge and spin), kJ/mol: 816.5

Positions of all 65 atoms, in Å:
C (-4.4136, -2.8518, 1.8950)
C (-3.2097, -2.2945, 1.2802)
C (-1.9560, -2.1882, 1.8074)
C (-1.2880, -1.3015, 0.9607)
C (-1.9915, -0.9925, -0.2082)
B (2.8988, 0.3759, -0.2434)
C (2.7826, 0.5514, 1.2330)
C (1.5547, 0.7704, 1.8723)
C (1.8708, 0.9282, 3.2404)
C (3.2388, 0.7648, 3.3909)
C (3.9441, 0.6796, 4.6757)
O (3.8433, 0.5722, 2.1716)
C (3.0971, -1.0591, 0.0107)
C (2.0272, -1.9198, 0.0967)
C (2.5280, -3.2362, 0.0106)
C (3.9126, -3.1365, 0.0354)
C (4.8129, -4.2909, 0.1605)
O (4.2928, -1.7971, 0.0334)
C (-2.7955, -0.0360, -1.2113)
C (-3.6494, -0.2086, -2.3437)
C (-4.3465, 1.0115, -2.3911)
C (-4.0845, 1.7028, -1.2006)
C (-4.1069, 3.1222, -0.8594)
O (-3.2851, 0.9273, -0.4019)
O (-3.2617, -1.7017, 0.0660)
H (-4.2882, -2.7279, 2.9903)
H (-5.3624, -2.3700, 1.5763)
H (-4.3986, -3.9268, 1.6215)
H (-1.6385, -2.6622, 2.7431)
H (-0.2884, -0.9818, 1.1448)
H (0.5333, 0.7316, 1.4391)
H (1.1639, 1.1165, 4.0439)
H (4.2583, 1.6573, 5.0676)
H (3.1771, 0.3476, 5.3916)
H (4.7927, -0.0054, 4.6954)
H (1.0551, -1.5775, 0.3610)
H (2.0144, -4.1817, -0.0622)
H (4.1580, -5.1617, 0.3241)
H (5.3824, -4.5688, -0.7442)
H (5.5073, -4.2692, 1.0183)
H (-3.8218, -1.0901, -2.9539)
H (-4.8957, 1.4568, -3.2298)
H (-4.4127, 3.7611, -1.7161)
H (-4.8409, 3.3182, -0.0544)
H (-3.0968, 3.4618, -0.5223)
C (-0.5348, -0.9847, -2.1350)
C (-1.3066, -0.1524, -1.1197)
C (3.1021, 1.1529, -1.5480)
C (-0.8488, 1.4113, -1.4082)
C (-0.1168, 2.2828, -0.5957)
C (-0.3433, 3.6621, -0.7314)
C (-0.7908, 4.1783, -1.9581)
C (-1.0871, 3.2660, -2.9820)
C (-1.1158, 1.8907, -2.7011)
H (-1.1867, -1.0678, -2.9995)
H (0.4274, -0.5759, -2.4471)
H (-0.3635, -1.9339, -1.5964)
H (3.8003, 1.9332, -1.2804)
H (3.7864, 0.4978, -2.0725)
H (2.2329, 1.3983, -2.1673)
H (0.6977, 1.9158, 0.0321)
H (-0.1292, 4.3424, 0.0887)
H (-0.9893, 5.2485, -2.1026)
H (-1.3210, 3.6357, -3.9851)
H (-1.3269, 1.1792, -3.5056)

These are the natural (NBO) partial charges, in e, on atoms 1 to 5:
1 C -0.664
2 C 0.343
3 C -0.349
4 C -0.169
5 C 0.162

3.
# C48H126BCrF13N9O20S2

A structure of composition C48H126BCrF13N9O20S2 at a distorted geometry (ωB97M-V/def2-TZVPD, the OMol25 dataset).

Summary:
E_LUMO (alpha / beta), eV: -5.2 / -8.0
E_HOMO (alpha / beta), eV: -10.788 / -10.788
Calculated total energy, eV: -192265.3410
Spin multiplicity: 5
Net charge: +1

Positions of all 220 atoms, in Å:
Cr (2.2265, 1.1026, -1.8607)
B (3.7367, -1.2198, -3.5645)
F (3.2487, -2.3713, -4.1793)
F (4.7848, -1.4885, -2.7403)
F (4.1402, -0.2985, -4.5377)
F (2.7702, -0.6522, -2.8243)
C (1.5611, 4.3109, -0.8831)
O (1.6787, 4.5945, -2.3031)
O (1.8401, 2.9307, -0.8619)
C (2.4563, 5.3224, -0.0912)
F (2.0436, 6.5730, -0.1415)
F (2.4745, 5.0688, 1.2400)
F (3.7048, 5.3642, -0.5194)
C (0.8039, 5.5932, -2.7661)
C (1.1939, 5.7012, -4.2502)
H (2.2714, 5.8067, -4.3767)
H (0.8195, 4.8643, -4.8397)
H (0.6392, 6.5528, -4.6441)
H (0.8773, 6.5371, -2.2258)
H (-0.2487, 5.3410, -2.6376)
H (0.5089, 4.3984, -0.6124)
C (0.3879, -2.9264, -1.6936)
F (1.2540, -3.1308, -2.6162)
F (-0.7361, -2.3929, -2.1606)
F (0.0939, -4.1095, -1.1185)
S (1.1859, -1.7973, -0.3246)
O (0.5994, -2.1182, 0.9729)
O (2.6588, -2.0089, -0.2926)
N (0.9109, -0.0579, -0.9411)
S (-0.5449, 0.2247, -0.2947)
O (-0.9701, 1.3541, -1.0671)
O (-1.5080, -0.8763, -0.1229)
C (-0.1604, 0.9602, 1.4926)
F (1.1216, 1.3260, 1.5572)
F (-0.9569, 2.1148, 1.6056)
F (-0.5443, 0.0568, 2.4359)
C (-2.3105, -3.6976, 4.2463)
C (-2.1501, -2.4051, 3.4360)
O (-2.2797, -1.2540, 4.2593)
H (-3.2110, -3.7784, 4.8551)
H (-1.4615, -3.7544, 4.9274)
H (-2.3356, -4.4948, 3.5034)
H (-2.9142, -2.3625, 2.6598)
H (-1.1713, -2.3760, 2.9572)
H (-2.9412, -0.7192, 3.8143)
C (-1.8423, -5.0623, -3.8510)
C (-0.9759, -6.3260, -3.5834)
O (-1.7917, -7.3771, -3.1831)
H (-2.3730, -5.1493, -4.7991)
H (-1.2727, -4.1355, -3.9198)
H (-2.6281, -4.9147, -3.1102)
H (-0.2422, -6.0971, -2.8106)
H (-0.3818, -6.5766, -4.4622)
H (-2.3130, -7.5851, -3.9619)
C (-3.6866, -4.2074, 0.0326)
C (-2.7326, -5.3663, 0.3425)
O (-3.5087, -6.2424, 1.0887)
H (-4.1211, -3.7061, 0.8975)
H (-4.5453, -4.5582, -0.5399)
H (-3.2119, -3.4835, -0.6298)
H (-1.8417, -5.0930, 0.9078)
H (-2.3864, -5.9729, -0.4943)
H (-2.9536, -6.9915, 1.3172)
C (6.8332, -2.9826, 1.0963)
C (5.5942, -2.8847, 1.9867)
O (5.9265, -2.3878, 3.2387)
H (7.4051, -2.0625, 0.9759)
H (6.5097, -3.3264, 0.1138)
H (7.4604, -3.7676, 1.5186)
H (5.1515, -3.8764, 2.0800)
H (4.7623, -2.3906, 1.4848)
H (6.5667, -3.0067, 3.5973)
C (2.3109, -1.5848, 5.8558)
C (2.5467, -2.1703, 4.4707)
C (2.2071, -3.7323, 4.4066)
O (2.6033, -4.2351, 3.1640)
C (2.4032, -5.5747, 3.0588)
N (1.7178, -1.3817, 3.6239)
H (2.6714, -0.5679, 6.0104)
H (2.7554, -2.0721, 6.7236)
H (1.2386, -1.6383, 6.0443)
H (3.5957, -2.0285, 4.2107)
H (1.1725, -4.0072, 4.6120)
H (2.8210, -4.2470, 5.1456)
H (1.3515, -5.8612, 3.0551)
H (2.9512, -6.2297, 3.7361)
H (2.7622, -5.7939, 2.0532)
H (1.5197, -1.9295, 2.7988)
H (0.9171, -0.9933, 4.1014)
C (-0.8243, -0.4540, -6.6073)
C (0.1090, -1.3560, -5.7682)
C (0.5441, -2.7601, -6.3971)
O (-0.5762, -3.6295, -6.6331)
C (-0.2425, -4.8773, -7.3052)
N (1.3233, -0.6586, -5.6037)
H (-0.4159, -0.1601, -7.5742)
H (-1.0467, 0.4335, -6.0148)
H (-1.7898, -0.9521, -6.6963)
H (-0.3716, -1.5848, -4.8170)
H (1.1919, -3.3108, -5.7151)
H (1.0694, -2.6359, -7.3440)
H (0.0535, -4.7283, -8.3436)
H (-1.1891, -5.4136, -7.3713)
H (0.4677, -5.5310, -6.7989)
H (1.7365, -0.5635, -6.5204)
H (1.9686, -1.3429, -5.2356)
C (-7.9461, -0.9905, -1.3154)
C (-6.8833, -0.2905, -2.1252)
C (-5.5572, -1.1385, -2.3057)
O (-4.5347, -0.1476, -2.4675)
C (-3.4129, -0.7298, -3.1035)
N (-7.3473, 0.1067, -3.4488)
H (-8.5998, -0.3625, -0.7102)
H (-7.4300, -1.5460, -0.5323)
H (-8.5731, -1.6514, -1.9138)
H (-6.5664, 0.5499, -1.5077)
H (-5.7858, -1.8479, -3.1010)
H (-5.2864, -1.7103, -1.4181)
H (-2.5790, -0.0280, -3.0885)
H (-3.6404, -0.9591, -4.1446)
H (-3.1005, -1.6392, -2.5902)
H (-6.5200, 0.3234, -3.9861)
H (-7.6989, -0.7503, -3.8515)
C (3.4822, 2.5322, 2.7321)
C (4.4741, 1.4732, 2.9784)
C (4.8131, 1.2120, 4.4692)
O (5.4532, 2.2717, 5.1130)
C (5.2820, 2.3895, 6.5596)
N (4.0687, 0.2353, 2.3163)
H (3.1340, 2.5434, 1.6993)
H (3.9610, 3.4701, 3.0136)
H (2.6466, 2.4411, 3.4261)
H (5.3322, 1.8807, 2.4439)
H (5.4003, 0.3087, 4.6349)
H (3.8653, 1.0945, 4.9945)
H (4.3256, 2.8559, 6.7958)
H (6.0148, 3.0387, 7.0388)
H (5.4524, 1.4750, 7.1277)
H (4.6786, -0.5485, 2.5001)
H (3.1936, -0.1165, 2.6778)
C (-5.7389, 3.3973, -1.4317)
C (-4.4817, 3.8002, -2.1073)
C (-3.2952, 3.9722, -1.1490)
O (-3.4834, 5.0193, -0.1737)
C (-2.3604, 5.3168, 0.6468)
N (-4.2725, 2.7124, -3.0260)
H (-6.0091, 3.9409, -0.5264)
H (-5.6994, 2.3582, -1.1048)
H (-6.5557, 3.5596, -2.1350)
H (-4.7057, 4.6433, -2.7609)
H (-2.4069, 4.1592, -1.7524)
H (-3.0661, 3.0611, -0.5962)
H (-2.4964, 6.1709, 1.3101)
H (-1.5070, 5.6087, 0.0347)
H (-2.0960, 4.5539, 1.3790)
H (-5.0864, 2.7255, -3.6239)
H (-4.2587, 1.8671, -2.4733)
C (-0.8742, 5.8010, 5.1697)
C (0.2164, 5.0874, 4.3099)
C (-0.0120, 3.5700, 4.3362)
O (0.3114, 3.1138, 5.5999)
C (0.3643, 1.6908, 5.6393)
N (0.0642, 5.5608, 2.9640)
H (-1.7403, 5.6311, 4.5300)
H (-0.6645, 6.8700, 5.2067)
H (-0.9119, 5.3381, 6.1558)
H (1.2162, 5.3120, 4.6813)
H (0.6514, 3.1485, 3.5811)
H (-1.0561, 3.4033, 4.0712)
H (-0.6391, 1.2832, 5.5159)
H (0.7235, 1.3355, 6.6051)
H (1.0385, 1.3158, 4.8693)
H (0.6389, 5.0800, 2.2867)
H (0.2191, 6.5551, 2.8777)
C (-4.6754, 0.5135, 0.9911)
C (-4.4838, 1.3742, 2.2693)
C (-5.5585, 2.4872, 2.3135)
O (-5.4780, 3.1673, 3.5608)
C (-4.2770, 3.9826, 3.6946)
N (-4.4738, 0.5492, 3.4741)
H (-4.0127, -0.3515, 1.0168)
H (-4.5441, 1.1471, 0.1139)
H (-5.6741, 0.0865, 0.8992)
H (-3.4943, 1.8242, 2.3500)
H (-6.5457, 2.0578, 2.1428)
H (-5.4268, 3.2627, 1.5589)
H (-4.3627, 4.5969, 4.5909)
H (-4.2081, 4.7164, 2.8916)
H (-3.3916, 3.3469, 3.6847)
H (-4.2999, 1.2510, 4.1794)
H (-5.4545, 0.4533, 3.6958)
C (6.0792, 1.0731, -0.2759)
C (4.8266, 1.6321, -0.8453)
C (4.9869, 2.0213, -2.3501)
O (3.6821, 2.1250, -2.9284)
C (3.6615, 2.7927, -4.1811)
N (3.8771, 0.5527, -0.7586)
H (6.7636, 0.7337, -1.0534)
H (5.9734, 0.3244, 0.5091)
H (6.5401, 1.8785, 0.2959)
H (4.4217, 2.4936, -0.3143)
H (5.4667, 1.2173, -2.9081)
H (5.6182, 2.9084, -2.4005)
H (4.1385, 2.2399, -4.9904)
H (4.0631, 3.8026, -4.0977)
H (2.6225, 2.8066, -4.5106)
H (3.9870, 0.3258, 0.2194)
H (4.4374, -0.2301, -1.0641)
C (-0.1543, 2.0128, -3.7961)
O (1.0269, 1.2433, -3.5299)
H (-0.2993, 2.8138, -3.0712)
H (-0.1168, 2.4749, -4.7826)
H (-0.9911, 1.3165, -3.7410)
H (1.0291, 0.5936, -4.2366)
C (2.0745, -6.8827, -1.1080)
O (2.7568, -8.0306, -0.6693)
H (1.3677, -6.6670, -0.3068)
H (2.8412, -6.1080, -1.1222)
H (1.5900, -7.0737, -2.0655)
H (3.4457, -8.2689, -1.2941)

These are the Löwdin partial charges, in e, on atoms 1 to 5:
1 Cr 1.035
2 B -1.390
3 F 0.150
4 F 0.192
5 F 0.149

4.
# H24O12

A cluster of 12 separate species, H24O12 in total at a distorted geometry (ωB97M-V/def2-TZVPD, the OMol25 dataset).

Summary:
E_LUMO, eV: -0.3
E_HOMO, eV: -9.894
Calculated total energy, eV: -24958.0340
SMILES: O.O.O.O.O.O.O.O.O.O.O.O
Energy relative to the best compared isomer or geometry (same formula, charge and spin), kJ/mol: 353.2

Positions of all 36 atoms, in Å:
O (0.0638, 0.3458, -0.2765)
H (0.6506, -0.0423, 0.3823)
H (-0.7010, -0.2407, -0.2838)
O (-4.1798, 0.5018, 0.6290)
H (-3.5698, -0.0206, 0.0960)
H (-4.9077, -0.1027, 0.8123)
O (-1.9317, -2.3729, 0.1131)
H (-1.9958, -2.2007, 1.0593)
H (-1.0719, -2.7958, 0.0095)
O (5.4041, 0.3230, -0.4988)
H (4.6074, 0.6154, -0.0420)
H (5.6618, 1.0840, -1.0312)
O (-3.5177, -1.1516, -1.9731)
H (-4.1748, -0.8173, -1.3523)
H (-3.0255, -0.3667, -2.2389)
O (1.1736, -1.8835, -1.1228)
H (1.7645, -2.2701, -1.7787)
H (0.3188, -1.8520, -1.5669)
O (4.0431, -2.7483, 3.2382)
H (3.2877, -2.7632, 2.6398)
H (3.8754, -3.4776, 3.8457)
O (-0.5161, 2.9671, -1.0918)
H (-0.9951, 2.3314, -0.5483)
H (-1.1558, 3.6707, -1.2486)
O (-4.4563, -2.0351, 0.4646)
H (-5.1954, -2.6055, 0.7038)
H (-3.7049, -2.6360, 0.4084)
O (-2.6434, 4.2632, 1.2917)
H (-1.7106, 4.5042, 1.2641)
H (-2.6398, 3.3451, 1.5850)
O (2.9654, 2.8445, 1.0984)
H (2.6520, 3.7323, 0.8918)
H (2.9448, 2.8068, 2.0613)
O (4.5946, -0.1817, -2.4649)
H (3.8263, -0.0270, -1.9039)
H (4.2590, -0.7440, -3.1722)

These are the natural (NBO) partial charges, in e, on atoms 1 to 5:
1 O -0.940
2 H 0.478
3 H 0.463
4 O -0.951
5 H 0.462